Entry from OMol25: a structure of composition C11H15CoNP (ωB97M-V/def2-TZVPD).

Cartesian coordinates (Å):
C -3.202 0.631 -0.766
C -3.261 1.945 -1.215
C -2.524 3.032 -0.711
C -1.471 2.913 0.205
C -1.086 1.759 0.852
Co -1.433 0.742 -0.496
P -1.538 -1.081 -1.799
H -4.030 -0.069 -0.967
H -3.964 2.275 -1.994
H -2.755 4.056 -1.038
H -0.425 1.739 1.724
H -0.972 3.853 0.465
H -0.453 -1.524 -2.610
H -2.579 -1.285 -2.729
H -1.791 -2.245 -1.026
C 3.954 -2.058 1.487
C 2.672 -1.420 1.044
C 1.448 -2.079 1.150
C 0.301 -1.446 0.678
N 0.343 -0.266 0.034
C 1.502 0.415 0.008
C 2.685 -0.137 0.494
H 3.892 -2.409 2.526
H 4.212 -2.922 0.858
H 4.759 -1.319 1.409
H 1.366 -3.085 1.558
H -0.681 -1.900 0.773
H 1.435 1.435 -0.357
H 3.600 0.451 0.443

**2S+1**: 4
**LUMO energy (alpha / beta)**: 0.1352 / 0.1319 hartree
**Total charge**: -1
**Total energy**: -60049.74994 eV
**HOMO energy (alpha / beta)**: -0.5 / -3.5 eV
**Frontier orbital gap (alpha / beta)**: 0.1550 / 0.2619 Ha

=====

Entry from OMol25: a structure of composition C11H15F6IrN5O6S2Se (ωB97M-V/def2-TZVPD).

Cartesian coordinates (Å):
Ir 0.725 -0.268 0.076
C -1.506 -3.939 0.123
C -0.507 -2.845 -0.019
N -0.796 -1.598 0.208
O -2.102 -1.351 0.601
C 0.856 -3.090 -0.426
C 1.430 -4.428 -0.745
N 1.585 -1.998 -0.515
O 2.776 -1.960 -0.873
H -2.512 -3.577 -0.070
H -1.476 -4.330 1.143
H -1.269 -4.755 -0.555
H -2.135 -0.389 0.694
H 1.047 -5.188 -0.065
H 2.513 -4.381 -0.649
H 1.201 -4.736 -1.768
F 1.667 3.270 -1.590
C 2.842 2.708 -1.833
F 3.760 3.227 -1.037
F 3.172 2.895 -3.096
S 2.770 0.880 -1.525
O 1.450 0.446 -2.021
O 3.979 0.355 -2.023
N 2.490 0.860 0.088
S 3.184 0.052 1.321
O 4.451 -0.540 1.148
O 2.017 -0.734 1.812
C 3.380 1.411 2.562
F 2.224 2.036 2.730
F 4.287 2.258 2.113
F 3.771 0.871 3.698
C -3.150 2.078 2.494
N -3.198 1.916 1.040
C -4.344 1.844 0.278
C -3.955 1.690 -1.008
N -2.579 1.678 -1.016
C -1.735 1.533 -2.197
C -2.120 1.814 0.241
Se -0.322 1.935 0.774
H -4.164 2.228 2.850
H -2.539 2.940 2.747
H -2.725 1.187 2.951
H -5.324 1.909 0.714
H -4.531 1.590 -1.910
H -2.348 1.700 -3.078
H -1.307 0.532 -2.233
H -0.931 2.263 -2.154

**LUMO energy (alpha / beta)**: -0.1817 / -0.1818 hartree
**Total charge**: +1
**Total energy**: -137535.53732 eV
**HOMO energy (alpha / beta)**: -11.4 / -11.4 eV
**Frontier orbital gap (alpha / beta)**: 0.2358 / 0.2358 Ha

=====

Entry from OMol25: a cluster of 2 separate species, C11H15FIN in total (ωB97M-V/def2-TZVPD).

Cartesian coordinates (Å):
C -1.061 0.208 -2.288
C -1.190 1.091 -1.157
C -0.341 -0.978 -2.211
C -0.266 -0.668 0.201
C -0.730 0.636 0.056
C -0.003 -1.434 -0.932
C -2.337 2.197 1.459
C 0.264 2.507 1.411
C 3.376 -0.960 -0.439
C -0.915 1.525 1.297
C 1.235 -3.242 0.160
N 0.230 -2.763 -0.736
F 1.202 -2.767 1.422
I 1.353 -5.360 0.290
H -1.588 0.496 -3.135
H -1.514 2.071 -1.169
H -0.171 -1.687 -3.125
H 0.003 -0.992 1.116
H -3.174 1.478 1.148
H -2.433 3.034 0.801
H -2.475 2.579 2.455
H 0.154 3.494 0.872
H 1.178 2.099 0.866
H 0.318 2.867 2.414
H 3.468 -1.774 -1.123
H 2.995 -0.011 -0.823
H 2.924 -1.312 0.522
H -0.694 0.975 2.198
H 0.190 -3.312 -1.551

**LUMO energy (alpha / beta)**: -0.0147 / -0.0007 hartree
**Total charge**: 0
**Total energy**: -23953.47222 eV
**HOMO energy (alpha / beta)**: -8.7 / -7.6 eV
**Frontier orbital gap (alpha / beta)**: 0.3034 / 0.2782 Ha

=====

Entry from OMol25: an isolated molecule of C11H15FN2 (ωB97M-V/def2-TZVPD).

Cartesian coordinates (Å):
C 1.891 0.287 -0.695
C 3.255 0.046 -0.657
C 3.982 0.245 0.550
C 3.259 0.641 1.648
C 1.856 0.883 1.574
C 1.124 0.697 0.415
C -1.194 0.307 -0.489
C -1.181 -1.275 -0.399
C -2.221 -1.719 0.632
C -3.678 -0.128 -0.627
C -2.609 0.817 -0.208
H 3.655 -0.262 -1.628
H 5.052 0.069 0.522
H 3.814 0.889 2.556
H 1.263 1.106 2.459
H -0.585 1.115 1.328
H -0.906 0.603 -1.502
H -0.105 -1.488 -0.181
H -1.474 -1.606 -1.404
H -2.014 -1.425 1.674
H -2.205 -2.810 0.709
H -4.072 -2.129 -0.287
H -3.559 -0.383 -1.688
H -4.631 0.398 -0.372
H -2.575 0.893 0.888
H -2.748 1.840 -0.591
N -0.228 1.027 0.382
N -3.583 -1.339 0.190
F 1.207 0.062 -1.884

**LUMO energy**: 0.0348 hartree
**Total charge**: 0
**Total energy**: -17347.31399 eV
**HOMO energy**: -8.1 eV
**SMILES string**: Fc1ccccc1NC1CCNCC1
**Frontier orbital gap**: 0.3341 Ha

=====

Entry from OMol25: a cluster of 2 separate species, C11H15N in total (ωB97M-V/def2-TZVPD).

Cartesian coordinates (Å):
C -2.265 -2.708 -0.643
C -0.930 -2.003 -0.535
H -2.798 -2.542 0.297
H -2.952 -2.346 -1.416
H -2.182 -3.775 -0.862
H -1.020 -0.918 -0.437
H -0.384 -2.318 0.351
H -0.264 -2.074 -1.398
C 0.595 2.103 -2.278
C 1.290 0.265 0.898
C 0.462 1.154 0.207
C 1.047 1.324 -1.093
C 2.006 0.359 -1.206
C 1.072 -0.093 2.236
C 0.064 0.576 2.889
C -0.755 1.503 2.232
C -0.625 1.739 0.881
N 2.204 -0.253 0.019
H 1.602 -0.951 2.620
H -0.140 0.392 3.937
H 3.035 -0.758 0.271
H -1.448 2.085 2.830
H 2.418 0.013 -2.138
H -1.386 2.258 0.308
H 1.124 1.896 -3.211
H 0.671 3.195 -2.192
H -0.440 1.875 -2.568

**LUMO energy**: 0.0341 hartree
**Total charge**: 0
**Total energy**: -13140.21156 eV
**HOMO energy**: -7.9 eV
**SMILES string**: Cc1c[nH]c2ccccc12.CC
**Frontier orbital gap**: 0.3236 Ha

=====

Entry from OMol25: a cluster of 2 separate species, C11H15N in total (ωB97M-V/def2-TZVPD).

Cartesian coordinates (Å):
C 3.102 -0.905 1.026
C -0.379 -1.388 -0.227
C 0.943 -0.818 -0.368
C 1.703 -1.293 0.726
C 0.931 -2.243 1.354
C -1.199 0.258 -1.785
C -1.450 -0.831 -0.983
C 0.129 0.637 -2.074
C 1.213 0.061 -1.416
N -0.368 -2.211 0.889
H -1.947 0.697 -2.437
H -2.393 -1.371 -0.941
H 0.255 1.333 -2.898
H 2.184 0.520 -1.653
H -1.201 -2.761 0.970
H 1.157 -2.758 2.318
H 3.182 -0.842 2.142
H 3.390 -0.024 0.445
H 3.908 -1.591 0.740
C -2.290 2.926 0.488
C -1.660 3.958 1.462
H -3.363 3.100 0.600
H -2.021 3.012 -0.569
H -2.110 1.892 0.823
H -0.684 3.666 1.815
H -2.296 4.150 2.314
H -1.583 4.890 0.908

**LUMO energy**: 0.0340 hartree
**Total charge**: 0
**Total energy**: -13139.67739 eV
**HOMO energy**: -7.8 eV
**SMILES string**: Cc1c[nH]c2ccccc12.CC
**Frontier orbital gap**: 0.3213 Ha

=====

Energy above the lowest of the compared OMol25 structures with the same formula, charge and spin: 0.075, 1.574, 4.441, 0.000, 0.580, 1.114 (eV)